Entry 1:
{
  "formula": "C4H7N3",
  "method": "wB97M-V/def2-TZVPD",
  "e_above_lowest_kcal_mol": 21.37,
  "homo_ev": -9.8,
  "e_lumo_ev": 0.4,
  "mol_weight_g_mol": 97.12,
  "symbols": ["H", "H", "C", "H", "H", "C", "C", "N", "C", "N", "N", "H", "H", "H"],
  "positions_angstrom": [[1.43, -1.12, -1.75], [2.83, -0.95, -0.70], [1.75, -1.12, -0.71], [-0.71, -1.17, -0.17], [1.36, -0.02, 1.12], [-1.33, 0.61, 0.57], [-2.41, 1.00, -0.34], [-0.40, -0.22, -0.06], [1.03, -0.03, 0.08], [-3.18, 1.41, -1.10], [-1.20, 1.08, 1.74], [1.26, 0.95, -0.36], [1.55, -2.11, -0.30], [-1.98, 1.71, 1.96]]
}

=====

Entry 2:
{
  "formula": "C4H7N3",
  "method": "wB97M-V/def2-TZVPD",
  "e_above_lowest_kcal_mol": 72.05,
  "homo_ev": -7.7,
  "e_lumo_ev": 0.7,
  "mol_weight_g_mol": 97.12,
  "symbols": ["N", "N", "H", "H", "N", "C", "H", "H", "H", "C", "C", "C", "H", "H"],
  "positions_angstrom": [[1.85, -1.53, 0.00], [0.75, 1.11, -0.07], [2.58, 1.40, 0.75], [-2.25, 0.74, -0.84], [-0.48, -2.33, 0.02], [-0.35, 0.60, 0.03], [-1.22, -1.72, 0.33], [-2.21, 1.02, 0.90], [2.50, 1.12, -1.09], [0.74, -1.81, 0.04], [-1.69, 1.22, -0.03], [2.01, 1.19, -0.14], [-1.67, 2.30, -0.21], [-0.55, -3.30, 0.30]]
}

=====

Entry 3:
{
  "formula": "C4H7N3",
  "method": "wB97M-V/def2-TZVPD",
  "e_above_lowest_kcal_mol": 106.35,
  "homo_ev": -7.2,
  "e_lumo_ev": 0.6,
  "mol_weight_g_mol": 97.12,
  "symbols": ["C", "H", "C", "N", "N", "H", "H", "H", "C", "H", "H", "H", "C", "N"],
  "positions_angstrom": [[0.58, 0.65, -0.67], [-2.08, -1.23, -0.06], [1.26, 0.10, 0.45], [-0.73, -1.26, 1.36], [0.68, 1.59, -1.67], [0.60, -0.41, 2.61], [-1.40, 1.05, -0.40], [-0.33, 2.08, -1.91], [-0.85, 0.13, -0.57], [1.71, 1.85, -1.95], [-1.31, -0.12, -1.63], [2.27, 0.45, 1.03], [0.50, -0.61, 1.42], [-1.15, -1.08, 0.10]]
}

=====

Entry 4:
{
  "formula": "C4H7N3",
  "method": "wB97M-V/def2-TZVPD",
  "e_above_lowest_kcal_mol": 50.23,
  "homo_ev": -9.4,
  "e_lumo_ev": 0.8,
  "mol_weight_g_mol": 97.12,
  "symbols": ["H", "H", "H", "C", "H", "H", "N", "C", "C", "N", "N", "H", "H", "C"],
  "positions_angstrom": [[-2.71, 0.42, -0.23], [-2.16, -0.48, 1.87], [1.24, 0.56, 1.37], [-0.78, 0.10, 0.66], [1.88, 1.22, -1.07], [2.78, -1.98, -0.97], [2.06, -1.83, -0.27], [-1.65, 0.61, -0.45], [0.68, 0.24, 0.45], [-1.15, -0.44, 1.74], [1.18, 0.52, -0.89], [-1.49, 1.68, -0.57], [-1.38, 0.13, -1.39], [1.50, -0.73, -0.25]]
}

=====

Entry 5:
{
  "formula": "C4H7N3",
  "method": "wB97M-V/def2-TZVPD",
  "e_above_lowest_kcal_mol": 34.74,
  "homo_ev": -7.6,
  "e_lumo_ev": 1.1,
  "mol_weight_g_mol": 97.12,
  "symbols": ["N", "C", "H", "H", "N", "C", "C", "H", "C", "N", "H", "H", "H", "H"],
  "positions_angstrom": [[2.14, 0.91, 0.35], [-1.81, -1.39, -0.60], [1.37, 2.79, -0.12], [-0.97, 1.70, 0.79], [-0.45, -1.26, -0.10], [-0.06, 1.19, 0.45], [0.31, -0.19, 0.34], [3.06, 1.20, 0.66], [1.15, 1.82, 0.28], [1.66, -0.36, 0.45], [-2.21, -0.47, -1.04], [-1.83, -2.15, -1.40], [0.15, -2.05, -0.24], [-2.50, -1.73, 0.17]]
}

=====

Entry 6:
{
  "formula": "C4H7N3",
  "method": "wB97M-V/def2-TZVPD",
  "e_above_lowest_kcal_mol": 101.53,
  "homo_ev": [-7.6, -7.6],
  "e_lumo_ev": [0.4, 0.4],
  "mol_weight_g_mol": 97.12,
  "symbols": ["N", "H", "H", "H", "N", "N", "H", "H", "C", "C", "H", "C", "H", "C"],
  "positions_angstrom": [[-0.52, -0.19, -0.38], [-1.55, 0.02, 2.06], [0.76, 2.05, 1.26], [-2.54, -0.07, 0.53], [0.24, 1.18, 1.20], [-0.05, -1.24, -1.14], [2.75, 0.26, -0.33], [-2.05, 1.53, 1.19], [1.30, -1.08, -1.30], [0.54, 0.43, 0.14], [1.86, -1.76, -1.94], [1.73, -0.05, -0.52], [-0.65, -1.57, -1.88], [-1.82, 0.48, 1.12]]
}

=====

Entry 7:
{
  "formula": "C4H7N3",
  "method": "wB97M-V/def2-TZVPD",
  "charge": 2,
  "e_above_lowest_kcal_mol": 156.83,
  "homo_ev": [-21.3, -21.0],
  "e_lumo_ev": [-13.8, -13.0],
  "mol_weight_g_mol": 97.12,
  "symbols": ["N", "H", "H", "N", "H", "H", "H", "H", "C", "C", "N", "C", "H", "C"],
  "positions_angstrom": [[-2.28, 0.07, 0.56], [-2.08, 2.11, 0.65], [1.24, 2.02, 0.65], [-1.76, 1.16, 0.31], [1.95, 1.15, -0.97], [0.21, -2.82, 0.57], [0.54, -2.35, -1.07], [0.76, 2.17, -1.17], [0.97, 1.42, -0.35], [0.61, -1.97, -0.06], [-0.29, -0.73, 0.08], [-1.48, -0.93, 0.71], [1.65, -1.86, 0.12], [-0.03, 0.56, -0.02]]
}

=====

Entry 8:
{
  "formula": "C4H7N3",
  "method": "wB97M-V/def2-TZVPD",
  "charge": 2,
  "e_above_lowest_kcal_mol": 67.31,
  "spin_multiplicity": 3,
  "homo_ev": [-18.0, -22.5],
  "e_lumo_ev": [-11.4, -13.4],
  "mol_weight_g_mol": 97.12,
  "symbols": ["H", "H", "H", "N", "C", "H", "H", "C", "H", "C", "N", "C", "H", "N"],
  "positions_angstrom": [[-2.33, -0.52, 0.78], [-0.12, 1.89, 1.13], [-1.93, 1.03, -0.15], [2.27, 0.06, 0.07], [-1.75, -0.04, -0.10], [2.50, -1.00, -1.74], [-0.07, 0.49, 2.25], [1.76, -0.70, -0.98], [-2.13, -0.51, -1.02], [0.27, 0.85, 1.29], [0.43, -0.68, -0.91], [1.60, 0.56, 0.90], [-0.13, -1.29, -1.51], [-0.36, -0.15, 0.00]]
}